1.
Density functional theory data (ωB97M-V/def2-TZVPD) for 2 unconnected molecules or ions with the total composition C3H10N2S.

Computed properties:
* HOMO-LUMO gap: 9.17 eV
* E_HOMO: -8.3 eV
* relative energy (zero: lowest compared OMol25 entry of this formula, charge and spin): 70.9 kJ/mol
* SMILES string: [H]/N=C/N.CSC
* lowest unoccupied orbital energy: 0.88 eV

Structure (XYZ):
```
16
C3H10N2S ωB97M-V/def2-TZVPD
C 1.72828 1.42767 -1.55580
S 1.38639 0.01708 -2.65578
C -0.17766 -0.62282 -1.97109
H 1.37834 2.33003 -2.04732
H 1.17424 1.33259 -0.60902
H 2.75752 1.54925 -1.21230
H -0.22992 -1.55946 -1.39332
H -0.87563 -0.92932 -2.75562
H -0.65772 0.14553 -1.36983
N -0.82528 0.53339 2.26845
C -1.03544 -0.80252 2.41679
N -1.06283 -1.59439 1.42298
H -0.48121 1.04910 3.06236
H -0.55239 0.88632 1.36701
H -1.33320 -1.18846 3.39523
H -1.19351 -2.57399 1.63726
```


2.
Density functional theory data (ωB97M-V/def2-TZVPD) for a molecular structure, C3HCrO2.

Computed properties:
* HOMO-LUMO gap (spin up / spin down): 5.53 / 6.26 eV
* E_HOMO (spin up / spin down): -13.6 / -13.6 eV
* spin multiplicity: 5
* relative energy (zero: lowest compared OMol25 entry of this formula, charge and spin): 129.2 kJ/mol
* lowest unoccupied orbital energy (spin up / spin down): -8.06 / -7.36 eV
* charge: +1

Structure (XYZ):
```
7
C3HCrO2 ωB97M-V/def2-TZVPD
C -1.62474 1.16574 -0.20903
H -2.32146 1.98203 -0.29421
C -0.83104 0.26144 -0.08454
O -0.09201 -1.84475 0.00168
C 0.28731 -0.69908 0.22213
Cr 3.12183 -0.60747 0.44800
O 1.46010 -0.25792 -0.08404
```


3.
Density functional theory data (ωB97M-V/def2-TZVPD) for a gas-phase ion, C5H13N2 (charge +1).

Computed properties:
* HOMO-LUMO gap: 11.17 eV
* E_HOMO: -14.2 eV
* relative energy (zero: lowest compared OMol25 entry of this formula, charge and spin): 80.2 kJ/mol
* SMILES string: NC[C@H]1CCC[NH2+]1
* lowest unoccupied orbital energy: -3.02 eV
* charge: +1

Structure (XYZ):
```
20
C5H13N2 ωB97M-V/def2-TZVPD
C -0.77553 -0.87347 0.99803
N -2.05313 -1.26478 0.40319
C -0.41905 0.52464 0.50990
N -0.38996 0.44199 -0.99761
C 0.98691 -0.02519 -1.42579
C 1.93179 0.40281 -0.27792
C 1.02613 0.97760 0.81627
H -0.73192 -0.87471 2.09669
H 0.02274 -1.54094 0.72486
H -2.82813 -0.90837 0.95071
H -2.12751 -2.27416 0.43895
H -1.10741 1.30487 0.81724
H -1.06558 -0.23119 -1.36959
H -0.60799 1.34925 -1.40528
H 0.94955 -1.11051 -1.43256
H 1.24050 0.43947 -2.37357
H 2.57989 1.22051 -0.60823
H 2.63043 -0.36285 0.04963
H 1.05093 2.07027 0.81637
H 1.22958 0.68180 1.83927
```


4.
Density functional theory data (ωB97M-V/def2-TZVPD) for a single C11H24Si molecule.

Computed properties:
* HOMO-LUMO gap: 10.32 eV
* E_HOMO: -9.5 eV
* relative energy (zero: lowest compared OMol25 entry of this formula, charge and spin): 111.2 kJ/mol
* SMILES string: C=C[Si](C)(C(C)(C)C)C(C)(C)C
* lowest unoccupied orbital energy: 0.77 eV

Structure (XYZ):
```
36
C11H24Si ωB97M-V/def2-TZVPD
C 2.84252 2.06607 0.19651
C 2.19407 0.95729 0.46016
C -1.39946 2.24494 1.27575
C -2.50011 0.13820 0.80730
C -0.57070 0.51190 2.45398
C 0.52495 -2.44657 0.39130
C -0.69689 -1.98569 -1.59973
C 1.74781 -1.72372 -1.66042
C -0.15972 1.43652 -1.93592
C -1.06501 0.74319 1.04425
C 0.53342 -1.39950 -0.78911
Si 0.23211 0.44926 -0.31638
H 3.77333 2.09675 0.69298
H 2.36449 2.79698 -0.51267
H 2.62171 0.28958 1.10381
H -0.39205 2.68552 1.58952
H -1.87797 2.64515 0.32646
H -2.04997 2.35148 2.02657
H -2.48300 -0.85019 1.20669
H -2.90190 0.00127 -0.24637
H -3.27434 0.68502 1.20695
H 0.35611 0.96219 2.64203
H -1.31187 0.68275 3.17613
H -0.34855 -0.60249 2.55256
H 0.22989 -3.37398 -0.11281
H 1.43456 -2.52372 0.81751
H -0.13597 -2.12425 1.05027
H -0.73148 -2.98865 -1.84336
H -0.79911 -1.36222 -2.56175
H -1.66733 -1.85341 -1.15455
H 1.94554 -0.80965 -2.29277
H 2.67628 -1.65350 -1.02105
H 1.78554 -2.71403 -2.22709
H 0.62883 1.16466 -2.64291
H -1.08835 1.09326 -2.39330
H -0.43741 2.40959 -1.71052
```


5.
Density functional theory data (ωB97M-V/def2-TZVPD) for a molecular structure, C21H37KN4OP.

Computed properties:
* HOMO-LUMO gap: 7.38 eV
* E_HOMO: -9.6 eV
* lowest unoccupied orbital energy: -2.22 eV
* charge: +1

Structure (XYZ):
```
65
C21H37KN4OP ωB97M-V/def2-TZVPD
K -0.63240 -0.95563 1.28332
C 2.66544 1.42085 3.99429
N 1.79211 2.32432 4.78731
C 2.26267 3.72670 4.73617
C 0.33065 2.17253 4.38404
C -0.17652 0.84776 4.87452
C -0.50578 0.78147 6.23368
C -0.87282 -0.42689 6.79755
C -0.90675 -1.54981 5.98188
C -0.59040 -1.44414 4.63214
C -0.20820 -0.24729 3.99279
H 3.66014 1.40437 4.43332
H 2.71327 1.80401 2.97699
H 2.21562 0.43001 3.98539
H 1.81686 1.99766 5.75596
H 2.16126 4.09035 3.71613
H 3.30655 3.77520 5.03764
H 1.65820 4.33787 5.40140
H 0.29972 2.24503 3.29805
H -0.18854 3.02126 4.83178
H -0.50051 1.67895 6.85086
H -1.13736 -0.49203 7.84450
H -1.19059 -2.50851 6.40081
H -0.64559 -2.37050 4.05736
O -0.37395 -0.58878 -0.97412
P -0.41845 -0.62218 -2.47070
N 0.49156 -1.84117 -3.10977
C 1.68999 -2.32526 -2.42539
C 1.35998 -3.78139 -2.05124
C 0.23339 -4.19518 -3.02732
C 0.00886 -2.96055 -3.91598
N 0.13602 0.76952 -3.16477
C 1.31308 0.89804 -4.02270
C 2.32459 1.70057 -3.18212
C 1.47210 2.40973 -2.10390
C 0.02167 2.04224 -2.45302
N -1.94496 -0.84043 -3.05887
C -2.68966 0.07933 -3.91787
C -3.85841 0.56747 -3.04127
C -4.00213 -0.50437 -1.93507
C -2.95286 -1.56899 -2.29150
H 1.92593 -1.69833 -1.56713
H 2.53712 -2.29248 -3.11825
H 1.00991 -3.83310 -1.01991
H 2.23777 -4.42044 -2.13025
H -0.67906 -4.43151 -2.47932
H 0.49522 -5.06994 -3.61994
H -1.02510 -2.81093 -4.21241
H 0.61709 -3.03065 -4.82312
H 1.03358 1.46131 -4.91789
H 1.67500 -0.07668 -4.33606
H 2.87859 2.40399 -3.80149
H 3.04875 1.03044 -2.71912
H 1.62333 3.48808 -2.08877
H 1.71504 2.02174 -1.11383
H -0.41434 2.78937 -3.12400
H -0.62196 1.94414 -1.58059
H -3.07031 -0.47522 -4.78094
H -2.04909 0.87608 -4.28348
H -4.76874 0.68406 -3.62668
H -3.62355 1.53790 -2.60423
H -5.00392 -0.92756 -1.88563
H -3.77622 -0.07287 -0.95926
H -3.39532 -2.34449 -2.92524
H -2.50755 -2.05513 -1.42477
```


6.
Density functional theory data (ωB97M-V/def2-TZVPD) for 2 unconnected molecules or ions with the total composition C3H10NO.

Computed properties:
* HOMO-LUMO gap: 6.79 eV
* E_HOMO: -2.4 eV
* relative energy (zero: lowest compared OMol25 entry of this formula, charge and spin): 88.8 kJ/mol
* lowest unoccupied orbital energy: 4.36 eV
* charge: -1

Structure (XYZ):
```
15
C3H10NO ωB97M-V/def2-TZVPD
C -2.22980 0.01356 -0.75072
O -1.22535 -0.65364 -1.36018
H -1.98259 1.06480 -0.44286
H -3.13755 0.12112 -1.38315
H -2.57783 -0.46997 0.19738
C 1.05956 -0.63423 1.40862
N 1.19667 -0.61053 -0.03168
C 1.35156 0.74076 -0.52582
H 1.89064 -0.07755 1.85509
H 0.09510 -0.21728 1.74064
H 1.10228 -1.65310 1.79777
H 0.30692 -0.94843 -0.44494
H 0.72335 1.48010 -0.00164
H 1.04000 0.76542 -1.57381
H 2.38702 1.07896 -0.48471
```


no.,F_max (eV/Å),E (hartree)
1,1.59,-627.967642
2,8.12,-1309.412133
3,1.27,-307.591060
4,6.33,-722.884372
5,1.16,-2057.782160
6,0.51,-250.257543